# 1
This record from OMol25 describes a molecular structure, C36H45F5N9S2SiTi at a distorted geometry. The level of theory is ωB97M-V/def2-TZVPD.

ORCA input file:
```
! RIJCOSX wB97M-V def2-TZVPD def2/J DEFGRID3
* xyz 1 1
Ti -0.118 0.242 0.921
S 1.359 1.780 -0.682
S -1.597 0.370 2.934
Si -2.756 2.078 -0.136
F 3.906 0.819 2.032
F 4.522 0.725 4.638
F 0.234 -2.058 2.827
F 0.819 -2.066 5.433
F -0.467 -1.668 -0.107
N -1.818 0.549 -0.052
N 1.968 -3.382 0.364
N -0.495 2.253 -2.577
N -1.013 2.813 3.935
N 0.329 1.858 2.233
N 0.120 -4.730 -6.450
N -0.367 -0.601 -3.090
N 1.631 -0.517 1.006
N 0.918 3.908 -2.282
C 0.857 -5.220 1.595
C -3.753 -3.222 -0.201
C 1.270 -1.325 3.264
C -3.596 2.168 -1.816
C -0.497 4.914 4.976
C -1.847 -1.850 -0.141
C 3.152 0.083 2.859
C 1.234 2.842 2.355
C 2.035 -0.592 2.357
C -4.521 -2.067 -0.210
C 2.680 -0.664 5.104
C -1.422 -1.353 -3.393
C 3.460 0.045 4.206
C 1.583 -3.889 -0.948
C 1.932 4.751 -1.704
C 1.038 3.843 3.275
C 1.586 -1.350 4.616
C -4.095 2.160 1.191
C -0.839 3.174 -3.656
C 2.509 -4.936 -1.560
C -3.940 -0.806 -0.173
C -0.122 -2.730 -4.833
C 0.558 2.689 -1.890
C -2.368 -3.116 -0.165
C 0.984 -1.942 -4.532
C -2.549 -0.651 -0.131
C 2.120 -4.401 1.397
C 0.805 -0.886 -3.655
C 2.585 -1.017 0.019
C 3.070 -2.439 0.301
C -0.711 1.842 3.082
C 0.033 4.403 -3.331
C -1.354 -2.434 -4.257
C -1.633 3.576 0.092
C -0.150 3.816 4.027
C 0.009 -3.841 -5.733
H 2.927 -0.684 6.154
H -0.558 5.241 -2.950
H -0.593 2.739 -4.627
H 3.802 -2.688 -0.482
H 0.002 -4.564 1.761
H 0.642 -5.861 0.739
H 1.637 -0.247 -3.377
H -0.578 3.358 0.243
H -1.714 -3.975 -0.158
H -2.358 -1.093 -2.912
H 2.076 -0.986 -0.947
H 0.262 5.691 4.997
H 3.536 -4.579 -1.643
H -0.690 1.242 -2.576
H -5.599 -2.141 -0.234
H 1.503 -3.027 -1.619
H 3.436 -0.330 -0.046
H 2.972 -5.072 1.202
H -4.180 1.252 1.785
H -2.229 -3.029 -4.471
H -1.453 5.350 4.687
H -1.973 4.150 0.954
H 3.624 -2.470 1.242
H 2.646 5.053 -2.471
H -1.901 3.413 -3.642
H 2.353 -3.877 2.328
H -1.715 4.224 -0.783
H -3.890 2.972 1.888
H -2.921 1.951 -2.642
H -3.992 3.177 -1.958
H -0.623 4.503 5.977
H 0.571 -4.296 -0.883
H 0.960 -5.869 2.464
H -4.440 1.485 -1.902
H 2.172 -5.202 -2.563
H -5.065 2.353 0.730
H 2.525 -5.852 -0.970
H -4.583 0.059 -0.167
H 1.950 -2.150 -4.967
H -4.220 -4.196 -0.213
H 0.613 4.753 -4.186
H 2.454 4.200 -0.927
H 1.761 4.634 3.399
H 1.476 5.645 -1.271
H 2.096 2.798 1.703
*
```

Results
- Energy relative to the best compared isomer or geometry (same formula, charge and spin): 59.8 kJ/mol
- Highest occupied orbital energy: -10.5 eV
- Molecular weight: 838.90 Da
- Lowest unoccupied orbital energy: -3.419 eV
- Gap between HOMO and LUMO: 7.1 eV



# 2
This record from OMol25 describes a molecular structure, C36H45N5O4PS2Ti. The level of theory is ωB97M-V/def2-TZVPD.

ORCA input file:
```
! RIJCOSX wB97M-V def2-TZVPD def2/J DEFGRID3
* xyz 1 1
Ti -0.331 0.873 0.607
S 0.950 1.008 3.207
S -0.674 1.529 -2.204
P 2.239 0.437 0.169
O 0.595 0.961 4.584
O -0.309 -1.861 -1.036
O 0.071 0.107 2.353
O 0.911 2.300 2.525
N -1.191 0.809 -4.721
N -1.679 -0.633 0.434
N 0.140 3.093 0.086
N -2.069 2.058 1.315
N -0.949 -0.905 -3.389
C -1.555 -0.319 -5.573
C -5.050 1.328 -0.083
C -0.947 0.415 -3.462
C -4.613 -0.135 -0.205
C -1.139 -1.519 -4.698
C 0.201 -2.781 2.320
C 4.469 -0.254 1.665
C 2.326 -0.854 -2.261
C 3.174 1.887 -0.449
C 3.577 2.049 -1.771
C -2.706 -1.216 1.221
C 4.636 -0.292 4.061
C -4.604 -1.788 3.168
C -0.676 -0.969 -0.283
C 2.580 0.342 3.003
C 3.183 -3.288 -1.259
C 2.517 -1.925 -3.116
C -1.455 -4.118 0.968
C 2.947 -3.145 -2.616
C 4.220 3.213 -2.169
C -4.020 -0.743 1.068
C 3.436 2.911 0.467
C -3.823 -0.359 -1.489
C -3.367 -2.411 3.185
C -0.857 4.029 0.642
C -2.211 3.355 0.624
C 3.316 0.128 4.156
C 4.465 4.228 -1.259
C -2.401 -2.184 2.210
C 3.134 0.134 1.737
C -1.260 -3.202 2.183
C -4.942 -1.017 2.078
C 4.074 4.072 0.063
C 3.022 -2.208 -0.403
C 5.215 -0.470 2.815
C 2.611 -0.976 -0.901
H -2.628 -0.319 -5.778
H -2.513 3.158 -0.407
H 6.249 -0.774 2.733
H -5.536 -0.713 -0.322
H 2.319 -1.810 -4.174
H -1.910 -2.286 -4.656
H -2.950 0.288 -1.550
H 0.277 3.262 -0.909
H 3.148 2.801 1.506
H 3.420 1.267 -2.498
H 0.801 -3.692 2.383
H -0.885 4.965 0.080
H -1.452 -3.821 3.064
H -0.211 -1.978 -5.043
H 2.852 0.296 5.117
H -4.220 2.011 -0.274
H -1.402 1.770 -4.928
H -0.564 4.260 1.668
H -5.812 1.558 -0.827
H 4.275 4.850 0.788
H -5.321 -1.976 3.955
H -1.873 2.228 2.303
H -1.231 -3.599 0.037
H -3.147 -3.124 3.968
H 4.934 -0.388 0.697
H 5.209 -0.464 4.960
H 3.496 -4.242 -0.859
H 3.203 -2.344 0.655
H -2.481 -4.486 0.923
H 4.968 5.131 -1.575
H 0.577 -2.218 1.466
H 1.921 0.073 -2.649
H 4.536 3.318 -3.198
H -5.468 1.549 0.900
H -4.463 -0.134 -2.345
H -2.974 3.982 1.094
H -1.017 -0.288 -6.518
H -0.627 -1.398 -2.550
H -0.790 -4.979 1.044
H 0.367 -2.204 3.227
H 3.088 -3.986 -3.282
H -2.939 1.526 1.290
H -3.491 -1.394 -1.576
H 1.042 3.270 0.522
H -5.955 -0.645 1.972
*
```

Results
- Energy relative to the best compared isomer or geometry (same formula, charge and spin): 86.0 kJ/mol
- Highest occupied orbital energy: -10.6 eV
- Molecular weight: 754.76 Da
- Lowest unoccupied orbital energy: -2.585 eV
- Gap between HOMO and LUMO: 8.0 eV



# 3
This record from OMol25 describes a molecular structure, C36H46BrN4PSm. The level of theory is ωB97M-V/def2-TZVPD.

ORCA input file:
```
! RIJCOSX wB97M-V def2-TZVPD def2/J DEFGRID3
* xyz 3 6
Sm -1.031 0.540 0.122
Br -2.429 -3.971 5.872
P 1.096 -0.777 -1.110
N -1.219 2.978 0.606
N -1.471 0.936 2.452
N -7.064 2.861 0.342
N -3.385 -0.020 -0.489
C -0.084 0.935 -4.710
C -1.623 -0.189 3.318
C 3.200 2.536 0.286
C 4.206 1.715 1.091
C -6.451 1.940 0.031
C 2.375 0.376 -4.918
C -4.248 0.955 -0.172
C -3.875 -1.168 -0.997
C 0.861 -4.475 0.724
C 2.245 0.106 1.241
C 2.289 -4.457 1.295
C 1.055 -0.432 -2.906
C -1.662 -1.282 5.450
C 0.439 -3.063 0.331
C 3.185 -3.395 0.626
C -1.510 3.264 1.900
C -2.282 -2.508 3.464
C -6.114 -0.356 -0.871
C -1.424 -0.149 4.692
C -2.029 -1.375 2.715
C 1.283 -2.587 -0.871
C 2.392 1.645 -0.690
C -5.223 -1.368 -1.201
C 0.283 0.863 -3.216
C 2.433 0.158 -0.284
C -1.230 3.979 -0.281
C -1.533 5.288 0.065
C 2.429 -0.443 -3.614
C -1.582 2.144 2.850
C -1.833 5.574 1.383
C -1.820 4.539 2.318
C -5.613 0.833 -0.345
C 1.001 0.258 -5.572
C -2.099 -2.456 4.839
C 2.744 -3.095 -0.806
C 3.487 0.671 1.957
H 1.388 0.762 1.501
H 4.219 -3.735 0.611
H 0.762 -0.800 -5.716
H 2.249 -4.266 2.369
H 3.187 -2.471 1.216
H 0.820 -2.990 -1.776
H -1.794 2.385 3.890
H -5.572 -2.304 -1.614
H 3.429 -2.389 -1.280
H -1.060 0.747 5.182
H 2.594 1.429 -4.713
H -1.505 -1.261 6.521
H 0.456 -1.260 -3.298
H 3.397 -0.284 -0.545
H -3.843 1.877 0.230
H 3.708 3.319 -0.276
H 2.011 -0.891 1.609
H -1.050 0.457 -4.886
H -1.529 6.060 -0.693
H -7.180 -0.480 -1.018
H 3.185 1.116 2.907
H 2.699 -1.477 -3.834
H 0.887 1.728 -2.937
H -2.050 4.724 3.360
H 1.005 0.705 -6.564
H -2.620 -3.424 2.998
H -2.076 6.585 1.688
H 2.809 -4.009 -1.400
H -2.223 -1.414 1.643
H 4.803 2.371 1.722
H 2.731 -5.447 1.179
H 0.811 -5.107 -0.169
H -3.159 -1.940 -1.251
H -0.626 -3.032 0.064
H -0.976 3.731 -1.305
H 4.159 -0.153 2.198
H -0.192 1.982 -4.998
H 2.522 3.046 0.979
H 1.340 1.990 -0.684
H 4.911 1.230 0.412
H 3.212 -0.048 -2.962
H 3.157 0.029 -5.592
H 0.168 -4.905 1.447
H 0.574 -2.408 1.197
H 2.737 1.776 -1.715
H -0.645 0.919 -2.614
*
```

Results
- Energy relative to the best compared isomer or geometry (same formula, charge and spin): 0.0 kJ/mol
- Highest occupied orbital energy (alpha / beta): -16.2 / -16.2 eV
- Molecular weight: 796.03 Da
- Lowest unoccupied orbital energy (alpha / beta): -10.753 / -9.736 eV
- Gap between HOMO and LUMO (alpha / beta): 5.4 / 6.5 eV



# 4
This record from OMol25 describes a molecular structure, C36H48BrCl3GeInN6O4S2. The level of theory is ωB97M-V/def2-TZVPD.

ORCA input file:
```
! RIJCOSX wB97M-V def2-TZVPD def2/J DEFGRID3
* xyz 0 2
In 0.417 -0.059 -0.263
Br -2.767 0.352 -0.146
Ge -0.479 0.601 3.505
Cl -1.158 -0.677 5.151
Cl 1.538 1.238 4.312
Cl -1.760 2.365 3.751
S 1.030 -3.335 3.417
S -0.380 -1.583 1.592
O -0.576 -1.063 -1.746
O -0.060 3.717 1.571
O 0.357 1.566 1.199
O 2.018 0.334 -1.594
N 2.425 5.267 1.217
N 2.330 -1.557 1.965
N -0.193 2.050 -1.408
N 1.655 4.809 3.352
N 3.027 3.298 2.303
N 2.397 -0.622 0.945
C 4.825 -6.468 1.486
C -3.967 2.068 -6.160
C 4.752 -5.141 1.088
C 3.605 1.802 -2.430
C -2.608 0.144 -2.040
C 3.571 -5.928 3.463
C 2.757 -3.600 3.923
C 4.090 -4.210 1.874
C 0.823 -2.001 -3.876
C -0.945 -2.581 -5.503
C 5.044 1.718 -0.092
C 2.353 4.445 2.264
C 1.853 5.175 -1.223
C -3.541 0.569 -4.199
C -0.312 -1.417 -4.725
C 0.581 3.039 -0.653
C 3.860 0.951 -0.156
C 3.492 -4.596 3.071
C -1.425 -0.681 -3.954
C 4.751 2.549 -2.312
C -1.493 -0.550 -2.544
C -5.695 1.888 -4.387
C -5.275 -0.048 -5.886
C 3.116 0.989 -1.376
C -2.448 -0.123 -4.714
C 4.233 -6.860 2.677
C 0.247 2.794 0.832
C 2.881 4.897 -0.127
C 5.487 2.514 -1.126
C 3.497 0.063 0.965
C 1.178 -2.043 2.246
C 0.477 4.515 -1.051
C -3.607 0.696 -2.821
C 0.335 -0.436 -5.717
C 4.422 -0.107 2.145
C -4.611 1.118 -5.141
H -2.391 -0.243 -5.789
H -5.744 -0.738 -5.182
H -1.410 -3.291 -4.816
H 0.130 1.949 -2.364
H -0.176 -3.110 -6.071
H 3.029 1.796 -3.347
H 6.405 3.077 -1.023
H 5.221 0.622 2.184
H 2.688 -3.950 4.953
H 3.135 3.841 -0.135
H -6.425 2.281 -5.097
H 5.210 -4.827 0.158
H 0.855 5.396 3.170
H 0.464 -2.758 -3.181
H -4.548 -0.612 -6.472
H 3.807 5.428 -0.353
H -5.278 2.733 -3.834
H 1.730 6.253 -1.357
H 1.345 -1.238 -3.302
H -6.044 0.323 -6.569
H 2.321 4.814 -2.144
H -3.470 2.899 -5.654
H 3.240 -2.626 3.921
H 3.518 2.966 1.485
H -0.104 5.034 -0.289
H -1.182 2.281 -1.423
H 1.884 6.113 1.289
H 5.088 3.153 -3.146
H -0.065 4.615 -1.994
H 4.285 -7.893 2.997
H 1.118 -0.945 -6.284
H 4.020 -3.177 1.558
H -4.728 2.479 -6.828
H -1.708 -2.243 -6.205
H 2.676 2.577 2.924
H -3.225 1.557 -6.775
H 4.869 -1.102 2.118
H 5.659 1.682 0.795
H 3.842 -0.056 3.066
H 1.430 4.052 3.989
H -6.229 1.247 -3.683
H -4.426 1.207 -2.336
H 1.619 2.729 -0.774
H -0.381 -0.027 -6.431
H 1.538 -2.471 -4.558
H 3.109 -6.239 4.394
H 5.341 -7.194 0.870
H 0.794 0.400 -5.182
*
```

Results
- Energy relative to the best compared isomer or geometry (same formula, charge and spin): 18.0 kJ/mol
- Highest occupied orbital energy (alpha / beta): -7.3 / -7.8 eV
- Molecular weight: 1066.64 Da
- Lowest unoccupied orbital energy (alpha / beta): -0.225 / -1.547 eV
- Gap between HOMO and LUMO (alpha / beta): 7.1 / 6.2 eV



# 5
This record from OMol25 describes a molecular structure, C36H48ClN3O3P2RbSb. The level of theory is ωB97M-V/def2-TZVPD.

ORCA input file:
```
! RIJCOSX wB97M-V def2-TZVPD def2/J DEFGRID3
* xyz 0 1
Sb -3.105 3.617 -0.701
Rb -0.900 0.566 -0.263
Cl -1.625 0.699 -3.716
P 0.812 -0.835 -2.917
P 1.654 -1.510 0.444
O -2.378 0.476 2.353
O -2.917 -1.254 0.473
O -0.977 2.584 1.738
N 2.178 -2.510 -0.735
N -4.361 -2.477 1.709
N -0.695 3.291 3.865
C 4.299 1.190 -1.213
C 2.258 1.262 0.650
C 3.683 -2.760 1.972
C -0.861 -2.865 -1.996
C -3.188 -0.599 2.755
C -1.178 2.441 2.936
C -3.963 4.846 -2.242
C -2.013 1.273 3.447
C 4.144 -2.743 -4.396
C 4.853 -1.703 -4.983
C 4.412 -3.030 3.123
C 4.329 -0.420 -4.966
C 3.098 -0.183 -4.370
C 2.913 -2.507 -3.805
C -0.805 3.061 5.295
C -1.081 4.014 -1.314
C 4.090 -2.401 4.319
C -1.107 -4.168 -4.431
C 3.969 2.394 -0.604
C -0.018 0.120 -4.306
C -1.664 -3.993 -2.104
C 3.611 0.028 -0.892
C 2.944 2.428 0.332
C 2.626 -1.856 1.997
C 2.367 -1.225 -3.799
C -1.790 -4.645 -3.320
C -0.173 -2.376 -3.103
C 2.582 0.048 0.046
C 3.028 -1.506 4.359
C -5.064 -2.736 2.950
C 0.213 4.351 3.454
C 2.300 -1.246 3.206
C -3.113 5.163 0.794
C -4.735 -3.302 0.573
C -0.307 -3.042 -4.321
C -3.473 -1.470 1.536
H -4.506 -2.378 3.810
H -0.070 5.283 3.944
H -2.412 -5.528 -3.404
H 5.096 1.155 -1.947
H -5.189 -3.813 3.066
H -4.168 -2.985 -0.296
H -2.904 1.661 3.962
H 4.657 -2.612 5.217
H -4.520 -4.351 0.787
H -2.706 6.083 0.374
H -0.830 3.431 -2.202
H -3.843 4.359 -3.209
H 3.847 -0.918 -1.365
H 5.235 -3.733 3.089
H -3.459 5.811 -2.264
H 1.459 -0.558 3.242
H 1.445 1.298 1.370
H 0.044 2.486 5.677
H -2.180 -4.367 -1.227
H -4.123 5.351 1.154
H 1.241 4.103 3.729
H 2.726 0.834 -4.324
H 0.236 -2.689 -5.190
H -1.195 -4.677 -5.383
H -5.802 -3.197 0.366
H 5.816 -1.891 -5.441
H 3.911 -3.244 1.028
H -0.393 3.760 -0.508
H 0.552 1.013 -4.544
H -2.490 4.845 1.629
H 0.154 4.474 2.378
H 4.883 0.401 -5.403
H -5.026 4.999 -2.060
H -4.128 -0.228 3.185
H 4.504 3.301 -0.860
H 2.765 -1.020 5.292
H 4.558 -3.743 -4.384
H -0.980 5.074 -1.548
H 2.675 3.364 0.810
H -6.057 -2.276 2.956
H -1.433 0.691 4.176
H 1.523 -3.282 -0.823
H 2.389 -3.311 -3.309
H -1.725 2.541 5.546
H -0.201 -0.445 -5.217
H -0.745 -2.382 -1.032
H -0.821 4.024 5.803
H -2.683 -1.202 3.522
*
```

Results
- Energy relative to the best compared isomer or geometry (same formula, charge and spin): 23.7 kJ/mol
- Highest occupied orbital energy: -5.9 eV
- Molecular weight: 875.43 Da
- Lowest unoccupied orbital energy: -0.231 eV
- Gap between HOMO and LUMO: 5.6 eV